A:
{"formula": "C31H48N2O3", "method": "the ωB97M-V functional and the def2-TZVPD basis", "charge": 2, "smiles": "CC[N+](C)(CC)CCCCOc1ccc2c(c1)C(=O)c1cc(OCCCC[N+](C)(CC)CC)ccc1-2", "multiplicity": 1, "gap_ha": 0.2749, "homo_energy_ev": -11.429, "species": ["C", "C", "H", "H", "N", "C", "H", "H", "H", "C", "C", "H", "H", "C", "H", "H", "C", "H", "O", "C", "C", "C", "C", "C", "C", "H", "H", "C", "C", "C", "C", "C", "C", "C", "O", "H", "O", "C", "C", "H", "H", "C", "C", "H", "H", "N", "C", "H", "H", "H", "C", "C", "H", "H", "H", "H", "H", "C", "C", "H", "H", "H", "H", "H", "H", "H", "H", "H", "H", "H", "H", "H", "H", "H", "C", "C", "H", "H", "H", "H", "H", "H", "H", "H"], "xyz": [[7.19774, 3.10293, 3.22084], [7.02245, 3.55578, 4.66268], [7.66461, 4.41969, 4.83741], [7.34503, 2.75861, 5.33317], [5.63439, 3.95077, 5.05437], [5.17981, 5.07242, 4.20969], [4.96791, 4.71997, 3.20300], [4.26972, 5.50349, 4.62288], [5.94506, 5.84306, 4.15745], [4.66712, 2.82751, 4.85953], [4.85521, 1.60193, 5.75613], [5.90952, 1.34587, 5.86249], [4.44896, 1.78654, 6.75138], [4.13933, 0.38792, 5.15163], [4.11318, -0.40533, 5.89838], [3.11011, 0.65118, 4.90339], [4.84937, -0.16243, 3.90897], [5.92893, -0.20387, 4.08818], [4.69357, 0.65519, 2.75965], [3.67600, 0.38335, 1.87747], [2.58160, -0.43376, 2.16185], [1.65074, -0.63356, 1.16454], [1.76914, -0.04026, -0.10257], [2.83962, 0.79265, -0.36535], [3.78418, 0.99689, 0.62999], [4.64224, 1.62452, 0.44338], [2.95826, 1.26861, -1.32590], [0.64991, -0.49158, -0.92875], [0.30591, -0.23527, -2.24225], [-0.81559, -0.85631, -2.77002], [-1.59934, -1.72551, -2.00892], [-1.27052, -1.97123, -0.67419], [-0.14917, -1.35356, -0.16036], [0.42228, -1.47397, 1.20715], [-0.00902, -2.10353, 2.14210], [-1.85136, -2.62131, -0.03983], [-2.66245, -2.28450, -2.65705], [-3.41549, -3.28014, -1.99087], [-4.33365, -3.93824, -3.01791], [-3.71214, -4.35285, -3.81293], [-4.86616, -4.75678, -2.53334], [-5.32395, -2.92959, -3.60871], [-6.15987, -3.61254, -4.68829], [-6.75141, -4.40731, -4.22734], [-5.48633, -4.07967, -5.40812], [-7.10418, -2.74248, -5.45544], [-7.78835, -3.59905, -6.44486], [-8.44495, -4.30277, -5.93668], [-8.37857, -2.99399, -7.12840], [-7.06198, -4.16460, -7.02343], [-6.38929, -1.62980, -6.15350], [-5.22004, -2.04768, -7.03172], [-4.39410, -2.45745, -6.45821], [-4.85267, -1.15788, -7.53733], [-5.51200, -2.75677, -7.80052], [-6.03730, -0.93147, -5.39289], [-7.12390, -1.11390, -6.77256], [-8.11198, -2.16765, -4.50778], [-9.27334, -1.41806, -5.14293], [-8.94901, -0.56584, -5.73244], [-9.89485, -1.03395, -4.33761], [-9.90002, -2.06064, -5.75342], [-8.50942, -2.99599, -3.91730], [-7.58218, -1.49101, -3.83654], [-5.95236, -2.55132, -2.80199], [-4.74325, -2.10240, -4.01511], [-2.75122, -4.04068, -1.56443], [-4.00549, -2.83045, -1.18069], [-1.10036, -0.68497, -3.79640], [0.89643, 0.42472, -2.85813], [2.44050, -0.91552, 3.11644], [4.50721, -1.17879, 3.69809], [4.73791, 2.50791, 3.81969], [3.66397, 3.22937, 5.01978], [5.61638, 4.35933, 6.49472], [6.35625, 5.64443, 6.83456], [5.91875, 6.51534, 6.35631], [7.41385, 5.59609, 6.59319], [6.27955, 5.79262, 7.90896], [6.04403, 3.54080, 7.07467], [4.56871, 4.47149, 6.78249], [8.24484, 2.84350, 3.08428], [6.96592, 3.89238, 2.51208], [6.61110, 2.22133, 2.98001]], "lowdin_charge": [-0.031, -0.157, 0.128, 0.131, -0.294, 0.008, 0.113, 0.123, 0.117, -0.122, -0.157, 0.114, 0.121, -0.145, 0.129, 0.123, -0.176, 0.134, -0.101, -0.240, 0.071, -0.079, -0.110, 0.010, 0.014, 0.119, 0.118, -0.112, 0.008, 0.016, -0.242, 0.073, -0.081, -0.273, 0.143, 0.123, -0.053, -0.198, -0.150, 0.128, 0.129, -0.166, -0.133, 0.147, 0.133, -0.297, 0.011, 0.125, 0.115, 0.111, -0.165, -0.039, 0.081, 0.099, 0.085, 0.136, 0.129, -0.168, -0.046, 0.083, 0.098, 0.083, 0.143, 0.130, 0.122, 0.114, 0.136, 0.139, 0.119, 0.118, 0.125, 0.129, 0.111, 0.151, -0.168, -0.047, 0.082, 0.082, 0.098, 0.133, 0.143, 0.100, 0.085, 0.066]}



B:
{"formula": "C31H48N2O3", "method": "the ωB97M-V functional and the def2-TZVPD basis", "charge": 2, "smiles": "CC[N+](C)(CC)CCCCOc1ccc2c(c1)C(=O)c1cc(OCCCC[N+](C)(CC)CC)ccc1-2", "multiplicity": 1, "gap_ha": 0.2777, "homo_energy_ev": -11.866, "species": ["C", "C", "H", "H", "N", "C", "H", "H", "H", "C", "C", "H", "H", "C", "H", "H", "C", "H", "O", "C", "C", "C", "C", "C", "C", "H", "H", "C", "C", "C", "C", "C", "C", "C", "O", "H", "O", "C", "C", "H", "H", "C", "C", "H", "H", "N", "C", "H", "H", "H", "C", "C", "H", "H", "H", "H", "H", "C", "C", "H", "H", "H", "H", "H", "H", "H", "H", "H", "H", "H", "H", "H", "H", "H", "C", "C", "H", "H", "H", "H", "H", "H", "H", "H"], "xyz": [[-8.03997, -1.72908, -1.85917], [-7.56663, -0.48025, -1.12976], [-7.92655, 0.39512, -1.67066], [-6.47457, -0.45999, -1.12274], [-8.01707, -0.33897, 0.29066], [-7.76956, -1.60070, 1.01586], [-8.45445, -2.37431, 0.67776], [-6.74569, -1.92755, 0.84431], [-7.90903, -1.45764, 2.08472], [-7.19582, 0.71441, 0.96721], [-7.21244, 2.12875, 0.37820], [-8.20170, 2.39242, 0.00470], [-7.00796, 2.80374, 1.21212], [-6.17477, 2.43279, -0.70955], [-6.39141, 1.91340, -1.64168], [-6.22845, 3.50227, -0.91636], [-4.73393, 2.11560, -0.31323], [-4.05582, 2.62808, -1.00389], [-4.52595, 0.71046, -0.40192], [-3.24174, 0.23498, -0.34324], [-2.12775, 1.01540, -0.03219], [-0.89416, 0.39829, -0.00675], [-0.73654, -0.97126, -0.27511], [-1.84545, -1.73900, -0.57424], [-3.08913, -1.12676, -0.60596], [-3.96748, -1.70547, -0.84948], [-1.75812, -2.79297, -0.78558], [0.68258, -1.30456, -0.16523], [1.37047, -2.48769, -0.32676], [2.75150, -2.50127, -0.14794], [3.44048, -1.34510, 0.19771], [2.74698, -0.13856, 0.36102], [1.38587, -0.13399, 0.17426], [0.43358, 1.00454, 0.28401], [0.68553, 2.15670, 0.53879], [3.26882, 0.76280, 0.63998], [4.79652, -1.27621, 0.38490], [5.53287, -2.48913, 0.48366], [6.92023, -2.18322, 1.04522], [6.80034, -1.51886, 1.89945], [7.33647, -3.11906, 1.41977], [7.91221, -1.62705, 0.01634], [7.45881, -0.39120, -0.77033], [6.37683, -0.44600, -0.88309], [7.91360, -0.42029, -1.76261], [7.77892, 0.95417, -0.19813], [7.31355, 1.04353, 1.19546], [6.30352, 0.64576, 1.26450], [7.97134, 0.46827, 1.84244], [7.31556, 2.07987, 1.52547], [7.09791, 1.99359, -1.03545], [5.58689, 2.08153, -0.88732], [5.22427, 2.80274, -1.61567], [5.29353, 2.43872, 0.09517], [5.08612, 1.13915, -1.08738], [7.34947, 1.78780, -2.07796], [7.52483, 2.96080, -0.76882], [9.25735, 1.17948, -0.28269], [9.79142, 2.38851, 0.47068], [9.34510, 3.32383, 0.14550], [10.85790, 2.45606, 0.27023], [9.66893, 2.29163, 1.54518], [9.75281, 0.28963, 0.10650], [9.51136, 1.27013, -1.34097], [8.86748, -1.46246, 0.51502], [8.08348, -2.41154, -0.72358], [5.01580, -3.17265, 1.16569], [5.61216, -2.96601, -0.50189], [3.27692, -3.43243, -0.28658], [0.86112, -3.40118, -0.59039], [-2.19628, 2.06825, 0.18857], [-4.52864, 2.46307, 0.70736], [-6.16555, 0.35567, 0.97550], [-7.54490, 0.76359, 1.99874], [-9.47710, -0.01818, 0.31270], [-10.08512, 0.22105, 1.68580], [-9.68092, 1.10436, 2.17127], [-9.97559, -0.63527, 2.34434], [-11.15073, 0.38865, 1.54935], [-9.99635, -0.85288, -0.15967], [-9.63607, 0.86644, -0.30551], [-7.61450, -2.63942, -1.44810], [-7.70548, -1.65273, -2.89098], [-9.12229, -1.81891, -1.87981]], "lowdin_charge": [-0.044, -0.165, 0.132, 0.121, -0.284, 0.011, 0.117, 0.121, 0.112, -0.117, -0.139, 0.115, 0.131, -0.151, 0.108, 0.128, -0.182, 0.137, -0.098, -0.239, 0.076, -0.076, -0.109, 0.011, 0.012, 0.112, 0.119, -0.111, 0.015, 0.007, -0.239, 0.081, -0.079, -0.272, 0.143, 0.122, -0.091, -0.185, -0.152, 0.109, 0.128, -0.145, -0.109, 0.113, 0.144, -0.285, 0.012, 0.102, 0.120, 0.120, -0.156, -0.045, 0.100, 0.085, 0.068, 0.142, 0.127, -0.161, -0.047, 0.080, 0.098, 0.083, 0.126, 0.142, 0.110, 0.130, 0.136, 0.140, 0.111, 0.120, 0.124, 0.142, 0.128, 0.129, -0.164, -0.041, 0.083, 0.084, 0.099, 0.130, 0.130, 0.081, 0.098, 0.083]}



Stability, highest: A



A:
{"formula": "C2H4N3", "method": "the ωB97M-V functional and the def2-TZVPD basis", "charge": 1, "multiplicity": 1, "gap_ha": [0.3494, 0.3494], "homo_energy_ev": [-16.228, -16.228], "species": ["C", "C", "N", "N", "N", "H", "H", "H", "H"], "xyz": [[-0.41903, 0.40429, -1.58698], [0.21332, -0.61221, 1.14358], [1.49616, -0.02818, 0.94432], [1.27220, -0.86366, 0.07632], [-1.44677, 0.67596, -2.05581], [0.17154, -1.26866, 2.00780], [-0.87935, -0.22263, 0.77647], [1.98349, 0.86258, 1.09604], [-2.39155, 1.05251, -2.40175]], "lowdin_charge": [-0.039, -0.058, 0.106, 0.258, 0.090, 0.112, 0.155, 0.218, 0.158]}



B:
{"formula": "C2H4N3", "method": "the ωB97M-V functional and the def2-TZVPD basis", "charge": 1, "multiplicity": 1, "gap_ha": 0.3401, "homo_energy_ev": -14.914, "species": ["C", "C", "N", "N", "N", "H", "H", "H", "H"], "xyz": [[1.61049, 0.62064, 0.80582], [-0.00162, -0.03329, -0.11552], [0.38590, 1.12882, 0.48743], [1.08530, -0.66745, 0.51055], [-1.12934, -0.35276, -0.58554], [0.03083, 2.07415, 0.46890], [1.37128, -1.58765, 0.44424], [-1.42948, -1.23201, -1.02469], [-1.92336, 0.04955, -0.99119]], "lowdin_charge": [0.127, -0.298, 0.094, 0.132, 0.321, 0.167, 0.123, 0.185, 0.149]}



Stability, highest: B